47
Properties=species:S:1:pos:R:3 method="wB97M-V/def2-TZVPD" lumo_energy_ev="-6.95 / -9.70" multiplicity=5 charge=+2 orbital_gap_ha="0.2717 / 0.2285" relative_energy_kj_mol=39.4
Pd 0.02 0.36 -0.19
N 1.20 2.67 3.16
C 1.94 2.10 1.97
C 3.41 2.47 2.00
P 1.64 0.27 2.07
O 2.52 -0.03 3.37
O 2.20 -0.33 0.79
O 0.19 -0.02 2.27
P 0.99 2.76 0.50
O 1.47 4.26 0.52
O 1.36 2.02 -0.77
O -0.44 2.55 0.91
H 1.49 2.23 4.03
H 0.19 2.51 3.01
H 1.36 3.69 3.23
H 3.90 2.10 2.90
H 3.54 3.55 1.93
H 3.90 2.02 1.14
H 2.31 -0.84 3.84
H 1.48 4.74 -0.32
S 1.20 -0.70 -2.15
C 1.69 -2.35 -1.79
N 2.35 -2.61 -0.65
C 2.79 -3.85 -0.40
C 2.52 -4.86 -1.29
C 1.80 -4.52 -2.44
N 1.42 -3.26 -2.69
H 2.53 -1.80 0.01
H 3.35 -3.99 0.52
H 2.85 -5.87 -1.12
H 1.54 -5.26 -3.18
C -1.78 -1.57 -2.99
Ge -2.29 0.09 -2.11
C -1.54 1.76 -2.79
C -4.26 0.18 -2.12
C -2.13 0.02 -0.10
H -2.64 -1.87 -3.59
H -1.59 -2.37 -2.27
H -0.93 -1.49 -3.67
H -2.12 2.09 -3.65
H -0.50 1.68 -3.09
H -1.62 2.51 -2.00
H -4.51 0.24 -3.18
H -4.62 1.06 -1.59
H -4.68 -0.72 -1.68
H -2.38 -0.93 0.36
H -2.57 0.88 0.41



43
Properties=species:S:1:pos:R:3 method="wB97M-V/def2-TZVPD" lumo_energy_ev="3.87 / 3.66" multiplicity=2 charge=-2 orbital_gap_ha="0.2298 / 0.2440" relative_energy_kj_mol=121.4
Au 0.34 0.99 0.10
C 1.04 -0.27 6.02
C 1.80 -0.98 4.91
O 2.48 -0.02 4.12
P 2.49 -0.11 2.47
S 1.20 -0.92 -1.12
S 0.43 -0.28 2.08
O 3.09 -1.65 2.33
C 2.47 -2.83 1.83
C 3.39 -3.47 0.81
H 0.50 -1.00 6.63
H 0.32 0.42 5.58
H 1.72 0.29 6.65
H 1.11 -1.57 4.30
H 2.55 -1.67 5.33
H 1.51 -2.58 1.38
H 2.30 -3.51 2.67
H 3.54 -2.78 -0.02
H 2.95 -4.39 0.43
H 4.36 -3.70 1.26
F -3.87 -1.46 -0.79
B -3.73 -0.06 -0.66
F -4.49 0.40 0.42
F -4.12 0.57 -1.84
F -2.35 0.22 -0.42
Br -3.00 1.56 -6.73
C -2.17 2.21 -5.13
C -1.83 3.55 -5.05
C -1.22 4.01 -3.89
C -0.94 3.15 -2.83
C -1.30 1.81 -2.94
C -1.92 1.33 -4.09
C -0.26 3.74 -1.61
O -0.15 4.96 -1.55
O 0.20 2.94 -0.71
H -2.04 4.22 -5.87
H -0.95 5.05 -3.78
H -1.13 1.13 -2.13
H -2.23 0.30 -4.16
I 0.01 -4.11 -1.04
C -0.43 -2.07 -0.93
H -0.63 -1.69 -1.92
H -1.03 -1.73 -0.10



85
Properties=species:S:1:pos:R:3 method="wB97M-V/def2-TZVPD" lumo_energy_ev=-9.55 charge=+3 orbital_gap_ha=0.2172 relative_energy_kj_mol=0.0
Sc -0.51 0.59 -0.88
P 1.38 2.21 -0.17
P -2.76 0.93 0.89
P -1.61 2.72 -1.85
H -0.59 -0.42 -5.82
C -0.49 0.52 -5.27
C 0.78 0.93 -5.04
H 1.61 0.40 -5.52
C 2.87 1.49 0.60
C 0.96 3.45 1.12
C 2.16 3.23 -1.47
C -4.35 0.25 0.24
C -2.91 0.19 2.57
C -3.30 2.64 1.34
C -0.74 2.98 -3.41
C -1.57 4.45 -1.30
C -3.29 2.43 -2.50
H -1.40 1.14 -5.23
H 1.12 1.96 -4.86
H 3.07 0.50 0.16
H 2.74 1.38 1.69
H 3.73 2.15 0.41
H 0.63 2.94 2.03
H 0.16 4.11 0.77
H 1.86 4.03 1.34
H 2.33 2.60 -2.35
H 3.13 3.59 -1.09
H 1.53 4.08 -1.73
H -5.15 0.46 0.97
H -4.25 -0.84 0.13
H -4.61 0.69 -0.73
H -3.94 0.33 2.93
H -2.23 0.66 3.29
H -2.70 -0.89 2.53
H -4.00 2.57 2.19
H -3.80 3.14 0.51
H -2.43 3.23 1.66
H -1.41 3.47 -4.12
H -0.50 2.00 -3.81
H 0.21 3.52 -3.29
H -2.18 5.02 -2.01
H -0.54 4.82 -1.33
H -1.98 4.54 -0.29
H -3.40 3.06 -3.40
H -4.05 2.69 -1.75
H -3.42 1.38 -2.80
C 1.09 -2.37 -3.31
C -0.07 -1.57 -3.20
C -1.33 -2.19 -3.23
C -1.40 -3.57 -3.02
C -0.23 -4.35 -2.82
C 1.02 -3.73 -2.96
S 2.59 -1.80 -4.00
H 3.47 -2.44 -3.25
H 0.01 -0.48 -3.30
H -2.27 -1.62 -3.31
H -2.40 -4.01 -3.03
H -0.30 -5.43 -2.64
H 1.97 -4.26 -2.90
C 1.07 -2.97 4.79
N 0.72 -1.85 3.95
N 0.75 -1.93 2.57
C 0.42 -0.67 2.06
O 0.15 -0.48 0.79
C 0.28 0.18 3.19
C 0.44 -0.60 4.33
C 0.38 -0.23 5.76
C 1.74 -2.82 2.04
C 1.52 -4.21 2.13
C 2.63 -5.06 2.13
C 3.93 -4.54 2.00
C 4.10 -3.17 1.76
C 3.00 -2.30 1.72
H 0.74 -2.72 5.80
H 2.16 -3.15 4.82
H 0.55 -3.88 4.46
H 0.05 1.23 3.13
H -0.39 -0.82 6.29
H 1.35 -0.41 6.26
H 0.12 0.83 5.86
H 0.50 -4.57 2.29
H 2.46 -6.14 2.25
H 4.80 -5.20 2.06
H 5.10 -2.76 1.61
H 3.10 -1.23 1.55



21
Properties=species:S:1:pos:R:3 method="wB97M-V/def2-TZVPD" lumo_energy_ev=0.81 smiles="C=CCN(C)N.O=CO" orbital_gap_ha=0.3462 relative_energy_kj_mol=324.7
C 0.37 2.48 -1.60
C 0.15 1.69 -0.55
C -0.94 0.66 -0.54
N -0.53 -0.55 0.25
C -0.63 -0.34 1.68
N -1.29 -1.66 -0.23
H -0.05 2.26 -2.57
H 1.03 3.32 -1.53
H 0.54 1.96 0.42
H -1.13 0.31 -1.56
H -1.87 1.07 -0.12
H -1.64 -0.03 1.97
H -0.39 -1.27 2.20
H 0.09 0.42 1.98
H -1.64 -2.22 0.55
H -0.63 -2.25 -0.76
O 1.31 -2.08 -0.84
C 1.47 -1.03 -0.25
O 2.05 -0.93 0.96
H 1.50 0.01 -0.76
H 2.22 -1.82 1.30



36
Properties=species:S:1:pos:R:3 method="wB97M-V/def2-TZVPD" lumo_energy_ev=2.35 charge=-1 orbital_gap_ha=0.1691
F 2.20 -3.81 2.64
C 1.96 -2.49 2.82
F 1.76 -1.98 1.56
F 0.73 -2.41 3.43
C 3.04 -1.77 3.56
C 3.73 -2.59 4.69
N 5.05 -3.06 4.36
Cl 6.07 -1.59 4.34
H 2.63 -0.84 3.95
H 3.80 -1.51 2.84
H 3.74 -1.96 5.58
H 3.15 -3.48 4.92
F 2.17 -0.18 -4.24
C 1.14 -0.48 -3.42
C -0.13 -0.57 -3.96
C -1.19 -0.87 -3.11
C -0.96 -1.08 -1.76
C 0.32 -0.99 -1.24
C 1.39 -0.69 -2.08
H -0.28 -0.40 -5.01
H -2.19 -0.94 -3.51
H -1.79 -1.31 -1.10
H 0.50 -1.16 -0.19
H 2.40 -0.62 -1.70
F -4.19 0.58 -1.56
C -3.73 1.83 -1.34
C -2.44 2.14 -1.71
C -1.97 3.42 -1.48
C -2.79 4.37 -0.88
C -4.08 4.03 -0.51
C -4.56 2.75 -0.74
H -1.82 1.38 -2.17
H -0.96 3.68 -1.77
H -2.42 5.37 -0.70
H -4.72 4.77 -0.04
H -5.57 2.47 -0.46



12
Properties=species:S:1:pos:R:3 method="wB97M-V/def2-TZVPD" lumo_energy_ev="-5.64 / -5.63" charge=+1 orbital_gap_ha="0.2628 / 0.2650" relative_energy_kj_mol=422.2
O -1.80 0.20 0.35
C -0.78 0.76 -0.32
C 0.21 1.31 0.65
H -1.10 0.41 -1.34
H 0.26 0.12 -1.52
H -0.19 1.32 1.68
H 0.51 2.34 0.38
Li -1.79 -1.52 0.88
O 0.08 -2.04 -0.06
C 0.82 -1.60 -0.92
O 1.99 -1.30 -0.76
Sn 1.78 0.01 0.97